(1)
Computed, not measured: a 2-piece molecular cluster, CH6OS2 overall in a non-equilibrium geometry, with wB97M-V/def2-TZVPD.

```
10
Properties=species:S:1:pos:R:3:forces:R:3:lowdin_charge:R:1
C 0.3300 0.9044 -1.3869 -1.3 -0.6 0.7 -0.458
S 0.8316 -0.3637 -0.1869 0.9 0.7 0.0 0.404
S 0.5521 0.5974 1.5936 -0.6 0.0 0.4 0.322
H -0.7604 0.8593 -1.3948 0.0 0.6 0.1 0.031
H 0.5917 0.5447 -2.3444 0.7 -0.4 -1.1 0.009
H 0.7066 1.9004 -1.2304 0.2 0.1 0.3 0.032
H 1.7030 1.2281 1.8961 0.2 -0.2 -0.5 -0.191
H -1.6745 -1.5385 1.6268 0.0 0.0 0.0 0.014
H -1.0061 -1.8703 0.2907 0.0 -0.1 0.4 -0.048
O -1.2740 -2.2619 1.1362 -0.2 -0.1 -0.2 -0.116
```
Forces are in eV/Å.

SMILES string: CSS.O
Total energy in hartree: -913.295716
Charge: 0
Maximum force in eV Å⁻¹: 1.57
HOMO-LUMO gap in hartree: 0.362
Energy above the lowest of the compared OMol25 structures with the same formula, charge and spin in kJ/mol: 17.7
Highest occupied orbital energy in eV: -9.43

---

(2)
Computed, not measured: a 2-piece molecular cluster, CH6OSi2 overall in a non-equilibrium geometry, with wB97M-V/def2-TZVPD.

```
10
Properties=species:S:1:pos:R:3:forces:R:3:lowdin_charge:R:1
C 2.0018 -0.2430 0.2219 1.1 -1.8 3.8 -0.541
O 2.9440 -0.5675 -0.3712 0.6 -0.1 -0.8 0.009
Si -1.7069 -0.5352 -0.3243 -0.5 3.1 0.8 0.486
Si 0.4431 0.6450 -0.1087 -2.3 1.4 -1.8 0.446
H 2.0954 -0.7546 1.9360 -0.5 1.0 -2.8 0.105
H -1.8073 -1.8426 -0.8804 0.1 -0.9 -0.4 -0.151
H -2.0551 -0.3830 1.1004 -0.2 -0.6 0.2 -0.147
H -2.8110 0.5020 -0.9270 1.6 -1.3 0.3 -0.068
H 0.4854 1.3636 -1.4419 0.4 -0.4 0.3 -0.077
H 0.4105 1.8153 0.7953 -0.1 -0.4 0.4 -0.061
```
Forces are in eV/Å.

Total energy in hartree: -695.752820
Charge: 0
Maximum force in eV Å⁻¹: 4.32
HOMO-LUMO gap in hartree: 0.313
Energy above the lowest of the compared OMol25 structures with the same formula, charge and spin in kJ/mol: 471.7
Highest occupied orbital energy in eV: -8.85

---

(3)
Computed, not measured: a single CH6P2S molecule in a non-equilibrium geometry, with wB97M-V/def2-TZVPD.

```
10
Properties=species:S:1:pos:R:3:forces:R:3:lowdin_charge:R:1
C -0.5939 0.5102 0.4500 1.4 -1.5 -2.0 -0.804
P -1.6129 -0.9235 -0.2353 1.5 -0.9 -0.8 0.688
P 0.9060 0.6979 -0.6526 0.0 0.8 1.0 0.405
S 2.1528 -0.8946 -0.0287 0.0 -1.4 1.5 0.175
H -0.3101 0.6044 1.4575 0.3 -1.0 1.5 0.001
H -1.1588 1.3552 0.3143 -1.6 2.2 -0.7 -0.028
H -0.5950 -1.4790 -1.2664 -1.1 0.6 1.7 -0.087
H -2.1464 -0.2180 -1.3185 -0.3 0.4 0.0 -0.139
H 1.8098 -1.5053 1.2729 0.2 1.6 -1.9 -0.116
H 1.5486 1.8526 0.0067 -0.4 -0.9 -0.2 -0.094
```
Forces are in eV/Å.

SMILES string: PCPS
Total energy in hartree: -1122.529904
Charge: 0
Maximum force in eV Å⁻¹: 2.89
HOMO-LUMO gap in hartree: 0.350
Energy above the lowest of the compared OMol25 structures with the same formula, charge and spin in kJ/mol: 77.5
Highest occupied orbital energy in eV: -9.02

---

(4)
Computed, not measured: a 2-piece molecular cluster, CH7Cl2NSi2 overall in a non-equilibrium geometry, with wB97M-V/def2-TZVPD.

```
13
Properties=species:S:1:pos:R:3:forces:R:3:lowdin_charge:R:1
C 1.9582 -1.1083 0.2556 1.0 -0.5 -2.1 -1.253
N -0.3320 0.7112 0.2567 -3.2 -0.1 -0.4 -0.356
Si -1.9568 1.5172 0.1142 1.5 -1.4 0.1 0.570
Si 0.1253 -0.8382 -0.1827 1.2 1.4 -3.3 0.424
Cl 2.6212 -0.1753 1.6329 -0.3 -0.5 -0.6 0.515
Cl 2.2422 -2.8883 0.2995 -0.2 0.0 0.7 0.466
H 2.5561 -0.9487 -0.7128 -0.8 0.8 1.7 0.028
H 0.2460 1.1772 0.8590 2.1 1.3 1.9 -0.052
H -2.0606 1.2507 -1.2820 -0.8 0.2 -1.1 -0.098
H -1.8492 2.9508 0.4239 0.0 -0.1 0.2 -0.080
H -3.0092 0.7723 0.8716 0.2 0.4 0.0 -0.079
H -0.7663 -1.9137 0.0654 -0.6 -0.8 0.2 -0.059
H 0.2250 -0.5070 -2.6013 -0.1 -0.7 2.7 -0.026
```
Forces are in eV/Å.

Total energy in hartree: -1596.325455
Charge: 0
Maximum force in eV Å⁻¹: 3.79
HOMO-LUMO gap in hartree: 0.313
Energy above the lowest of the compared OMol25 structures with the same formula, charge and spin in kJ/mol: 573.3
Highest occupied orbital energy in eV: -8.56

---

(5)
Computed, not measured: a single CH7FN3P molecule in a non-equilibrium geometry, with wB97M-V/def2-TZVPD.

```
13
Properties=species:S:1:pos:R:3:forces:R:3:lowdin_charge:R:1
C 2.4159 -0.4978 0.0874 -3.7 1.0 0.3 -0.069
N -2.7495 -0.1459 0.4548 1.1 0.8 -0.3 -0.081
N -1.4948 -0.4153 -0.1774 2.2 3.7 0.8 -0.284
N 1.1172 0.3108 0.0072 1.8 -0.5 -0.8 -0.326
F -0.5804 2.1513 -0.7073 1.0 -2.1 -0.4 -0.399
P 0.0279 0.6121 -1.1596 -3.5 0.4 1.2 0.890
H 2.2562 -1.4924 -0.2298 -0.4 -1.3 0.2 0.060
H 3.1473 -0.1362 -0.5186 2.1 1.6 -1.6 0.033
H 2.6280 -0.3673 1.1123 0.9 -0.5 1.0 0.069
H -3.5074 0.0761 -0.1947 0.4 0.4 0.1 0.057
H -1.5377 -1.2423 -0.6307 -0.3 -3.3 -1.7 -0.049
H -2.5151 0.6594 1.0431 -0.8 -0.3 -0.2 0.058
H 0.7924 0.4877 0.9133 -0.7 0.2 1.5 0.040
```
Forces are in eV/Å.

SMILES string: CNP(F)NN
Total energy in hartree: -647.727121
Charge: 0
Maximum force in eV Å⁻¹: 4.32
HOMO-LUMO gap in hartree: 0.313
Energy above the lowest of the compared OMol25 structures with the same formula, charge and spin in kJ/mol: 244.5
Highest occupied orbital energy in eV: -7.65

---

(6)
Computed, not measured: a 2-piece molecular cluster, CH7IN3 overall in a non-equilibrium geometry, with wB97M-V/def2-TZVPD.

```
12
Properties=species:S:1:pos:R:3:forces:R:3:lowdin_charge:R:1
C -0.8875 0.1514 0.8381 -3.3 -0.7 -2.0 -0.572
N 0.8263 -1.8252 -0.1356 -2.9 1.0 -0.9 0.044
N -0.0274 0.9931 0.4890 1.2 0.8 1.4 -0.130
N -0.0044 1.8143 -0.5896 -3.5 -0.9 -1.7 0.096
I -2.6828 -0.1288 -0.2221 0.9 0.0 0.3 0.998
H -0.8783 -0.3584 1.7495 0.6 -0.5 1.2 0.056
H 1.2274 -2.7048 0.0193 0.8 -1.2 0.0 0.014
H 0.2248 -1.8235 -0.9855 0.7 -0.5 0.9 0.042
H 0.5907 1.1451 1.3163 0.4 0.6 -1.5 0.216
H 1.4704 -1.0990 -0.2858 1.4 0.5 -0.1 -0.005
H 0.8562 2.2336 -0.7686 1.5 0.5 -0.4 0.094
H -0.7153 1.6022 -1.4250 2.3 0.4 2.8 0.148
```
Forces are in eV/Å.

Total energy in hartree: -503.927910
Charge: +1
Maximum force in eV Å⁻¹: 3.98
HOMO-LUMO gap in hartree: 0.351
Energy above the lowest of the compared OMol25 structures with the same formula, charge and spin in kJ/mol: 336.2
Highest occupied orbital energy in eV: -13.92

---

(7)
Computed, not measured: CH7IN5 as an isolated structure in a non-equilibrium geometry, with wB97M-V/def2-TZVPD.

```
14
Properties=species:S:1:pos:R:3:forces:R:3:lowdin_charge:R:1
C 0.6363 -0.2509 1.1938 -1.0 -1.8 -0.1 -0.277
N -0.8660 -1.0823 -0.3659 0.0 -2.4 -0.3 -0.064
N 0.2954 -1.1085 0.2264 3.1 -2.9 -1.5 -0.134
N 0.2864 1.1981 -0.4950 -0.1 0.3 0.6 0.056
N -0.2510 0.1537 2.1289 1.8 0.8 0.7 -0.519
N -0.5481 0.5706 -1.2531 -0.2 1.2 0.0 -0.024
I -2.1813 -0.2473 2.2213 -1.5 -0.1 0.5 1.002
H 1.6703 -0.3462 1.4380 0.6 0.6 0.3 0.150
H -0.9283 -1.8985 -1.0220 0.2 0.9 0.6 0.136
H -0.1458 1.4571 0.4082 -0.4 0.6 -1.1 0.056
H 0.1347 0.4185 3.0477 -0.1 -0.1 -1.0 0.087
H -1.5484 0.4463 -1.1114 0.1 1.2 -0.2 0.135
H -0.1786 0.3773 -2.1682 -0.1 0.0 -0.5 0.152
H 1.1480 -1.5943 -0.3485 -2.3 1.7 2.0 0.246
```
Forces are in eV/Å.

Total energy in hartree: -613.332409
Charge: +1
Maximum force in eV Å⁻¹: 4.45
HOMO-LUMO gap in hartree: 0.320
Energy above the lowest of the compared OMol25 structures with the same formula, charge and spin in kJ/mol: 163.4
Highest occupied orbital energy in eV: -12.66

---

(8)
Computed, not measured: a 2-piece molecular cluster, CH7N2O overall in a non-equilibrium geometry, with wB97M-V/def2-TZVPD.

```
11
Properties=species:S:1:pos:R:3:forces:R:3:lowdin_charge:R:1
N -0.7472 -2.6832 0.5026 0.5 0.0 -0.3 -0.028
H -1.5264 -2.4405 -0.0987 -0.1 0.0 -0.1 -0.012
H 0.0520 -2.7083 -0.1444 -0.4 -0.1 0.2 -0.004
H -0.5662 -1.8051 0.9812 0.0 0.1 0.1 -0.026
N 0.3868 0.3937 -0.2348 0.3 0.4 0.3 -0.069
C 0.1485 1.9389 -0.1242 -0.5 -1.1 -0.1 -0.671
O 1.2356 2.6441 -0.0325 0.3 0.4 0.0 -0.337
H 1.0817 0.2503 0.5091 -0.2 0.0 -0.2 0.021
H 0.9738 0.3603 -1.0656 0.1 -0.2 -0.1 0.011
H -0.5534 1.9717 0.7543 0.0 0.2 -0.1 0.057
H -0.4852 2.0781 -1.0471 0.0 0.3 0.1 0.058
```
Forces are in eV/Å.

Total energy in hartree: -227.036892
Charge: -1
Maximum force in eV Å⁻¹: 1.22
HOMO-LUMO gap in hartree: 0.259
Energy above the lowest of the compared OMol25 structures with the same formula, charge and spin in kJ/mol: 33.7
Highest occupied orbital energy in eV: -2.61

---

Q: Which of these has the highest total energy?
A: CH7N2O

---

Q: What is the formula in the fourth record?
A: CH7Cl2NSi2